[1]
11
Properties=species:S:1:pos:R:3 method="wB97M-V/def2-TZVPD" de_lowest_kcal_mol=64.7 e_tot_ha=-6185.004192 charge=0 lumo_energy_ev="-0.54 / -0.48"
C 1.37889 0.22789 0.61340
C -1.59832 0.43935 -0.60411
C 0.54795 -0.71724 -0.10510
Cl 1.07013 -1.17011 -1.69993
Cl -0.09024 -2.08003 0.80950
Br -2.81779 -0.58422 0.36244
Br -1.29245 2.23846 -0.00721
H 1.56623 0.94512 -0.20657
H 2.27950 -0.00864 1.09592
H 0.70673 0.52647 1.43443
H -1.75062 0.18296 -1.69276

***

[2]
11
Properties=species:S:1:pos:R:3 method="wB97M-V/def2-TZVPD" de_lowest_kcal_mol=33.4 e_tot_ha=-6185.054068 charge=0 lumo_energy_ev=0.37
C 1.41574 0.01195 -0.31511
C -1.25318 0.55897 0.67361
C 0.05994 -0.61025 -0.25972
Cl -0.72370 -0.90261 -1.77504
Cl 0.05274 -2.13336 0.66206
Br -1.15814 2.33877 -0.12480
Br -2.78825 -0.46945 0.43744
H 1.79352 -0.22021 -1.34322
H 2.23143 -0.24353 0.53629
H 1.32081 1.13399 -0.28664
H -0.95091 0.53572 1.79515

***

[3]
12
Properties=species:S:1:pos:R:3 method="wB97M-V/def2-TZVPD" de_lowest_kcal_mol=66.0 e_tot_ha=-6260.238552 charge=0 lumo_energy_ev="-1.47 / -1.46"
C -1.16141 0.09804 1.25358
C -0.54066 0.27018 -0.13131
C 0.91529 -0.05432 -0.07794
O 1.54441 -0.05376 -2.26267
Cl -1.34331 -0.83498 -1.27990
Cl -0.74255 1.94702 -0.69442
Br 2.09493 1.22594 0.52876
Br 1.36739 -1.80736 0.32366
H -2.18901 0.45009 1.23128
H -1.15661 -0.95460 1.53330
H -0.60697 0.67259 1.99311
H 1.81849 -0.95884 -2.41745

***

[4]
12
Properties=species:S:1:pos:R:3 method="wB97M-V/def2-TZVPD" de_lowest_kcal_mol=0.0 e_tot_ha=-5490.399434 charge=0 lumo_energy_ev=0.61
O 1.12352 1.17766 -1.34107
C -0.10146 0.62250 -1.40180
C -0.75687 -0.02319 -0.43546
O -0.15563 -0.61029 0.64090
Br -2.64893 -0.54489 -0.46247
H 1.51131 1.17397 -0.46045
H -0.62747 0.93303 -2.29147
H -0.80725 -1.17161 1.00242
O 1.08758 -1.83708 -2.43394
C 2.19782 -2.14798 -2.28803
Br 3.04494 -2.39190 -0.67471
H 2.88212 -2.23069 -3.15152

***

[5]
15
Properties=species:S:1:pos:R:3 method="wB97M-V/def2-TZVPD" e_tot_ha=-15670.111702 charge=0 lumo_energy_ev=-0.83
C 0.56069 -0.15875 -0.72546
C 1.32095 0.38453 0.41466
C -0.35245 0.37268 -1.48406
N 2.64761 0.33246 -0.00373
N -2.52630 -0.71171 1.05813
Br -1.19409 -0.45491 -2.92869
Br -0.86895 2.23774 -1.20330
Br 3.77769 1.24508 1.19399
Br 3.24139 -1.51069 -0.13251
Br -3.06160 1.10933 1.47225
Br -3.80645 -1.87172 1.56177
H -2.63058 -0.83302 -0.13958
H 0.87177 -1.20591 -0.92687
H 1.00085 1.32492 0.62161
H 1.01948 -0.26002 1.22178

***

[6]
9
Properties=species:S:1:pos:R:3 method="wB97M-V/def2-TZVPD" de_lowest_kcal_mol=106.4 e_tot_ha=-2790.394402 charge=0 lumo_energy_ev="-0.21 / -0.09"
C 1.33593 -1.23760 0.66695
C 1.21332 0.02468 0.38771
C -1.19135 1.27256 -0.03561
F 2.02647 1.00332 0.31551
Br -2.39461 -0.20127 -0.08322
H 2.26496 -1.67905 0.97523
H 0.47401 -1.94888 0.81474
H -1.38526 1.92529 0.68371
H -0.95216 1.67168 -0.95056

***

[7]
12
Properties=species:S:1:pos:R:3 method="wB97M-V/def2-TZVPD" de_lowest_kcal_mol=73.7 e_tot_ha=-3065.292530 charge=0 lumo_energy_ev="0.73 / -4.04" s_squared=2.01 multiplicity=3
C 0.21816 -0.24951 0.69926
C 0.47861 1.13952 -0.53691
C -0.97415 -1.03122 0.41723
O 1.15413 0.66796 -1.62324
F 1.33040 -1.05672 0.67649
F -1.76399 -1.14746 1.47767
F -1.67232 -0.37747 -0.56002
Br 1.72922 2.36819 0.34692
H 0.07405 0.38538 1.52915
H -0.46269 1.67445 -0.59621
H -0.95356 -2.13576 0.01419
H 0.84213 -0.23734 -1.84454

***

[8]
9
Properties=species:S:1:pos:R:3 method="wB97M-V/def2-TZVPD" de_lowest_kcal_mol=51.1 e_tot_ha=-2988.302424 charge=0 lumo_energy_ev=-0.55
C 1.53813 0.18915 0.19153
C 0.29303 0.08019 0.58914
C -0.90007 -0.29042 -0.33986
Br -1.71643 -2.18336 -0.07906
I -2.49661 1.28574 -0.05321
H 2.29249 0.72210 0.71459
H 1.75199 0.07935 -0.84428
H -0.18621 0.04375 1.57730
H -0.57631 0.07350 -1.75615

***

[9]
14
Properties=species:S:1:pos:R:3 method="wB97M-V/def2-TZVPD" e_tot_ha=-3610.084658 charge=0 lumo_energy_ev=-0.86
N -0.50932 -0.99550 2.23098
P -0.61473 -1.48477 0.66264
C 0.46476 -0.44301 -0.51850
Br 0.82108 -1.49659 -2.17976
O 1.70916 0.18384 0.00927
C 1.73084 1.65955 -0.26377
O 2.43981 2.62168 0.33129
O 0.69086 1.75295 -1.34208
C -0.40113 0.93475 -0.72050
I -2.27179 0.92093 -1.85302
H -1.50762 -0.72872 2.48515
H -0.16682 -2.88084 0.57819
H -2.00103 -1.42981 0.19558
H -0.38405 1.38555 0.38453

***

[10]
10
Properties=species:S:1:pos:R:3 method="wB97M-V/def2-TZVPD" de_lowest_kcal_mol=116.0 e_tot_ha=-2820.528540 charge=0 lumo_energy_ev="-0.39 / -0.07"
C 0.18066 -0.94673 0.03633
C 0.69898 1.47348 0.03289
C -2.34889 -1.41742 0.08411
N 0.79391 0.20475 -0.13711
O -1.01374 -1.54155 -0.03088
Br -2.98635 0.40136 0.00534
H 0.83964 -1.70146 0.17306
H 1.43584 2.19881 -0.34176
H -0.05440 2.02584 0.69526
H -2.85041 -2.02067 -0.51936

***

[11]
10
Properties=species:S:1:pos:R:3 method="wB97M-V/def2-TZVPD" de_lowest_kcal_mol=18.8 e_tot_ha=-3143.622013 charge=0 lumo_energy_ev=0.12
Br 0.02864 -2.82735 0.23323
C 0.50940 -0.94377 -0.39264
C 0.85277 -0.01342 0.65067
N 0.10914 0.95762 0.85669
C -0.99573 1.16291 -0.09782
S -0.70772 -0.08777 -1.36580
H 1.50274 -1.35274 -0.97406
H 1.72010 -0.22639 1.20685
H -1.91152 1.23257 0.47275
H -1.10780 2.09834 -0.58987

***

[12]
10
Properties=species:S:1:pos:R:3 method="wB97M-V/def2-TZVPD" de_lowest_kcal_mol=116.0 e_tot_ha=-944.519275 charge=0 lumo_energy_ev=-0.94
C 0.86395 1.59984 -0.71267
C 0.96121 0.26629 -0.65185
O -0.24167 -0.45514 -0.01289
C -0.47851 -0.54409 1.26082
O -1.59289 0.15717 1.45889
H 1.66774 2.09968 -0.15507
H 1.87971 -0.32715 -0.56927
H -1.93053 -0.01628 2.34439
Ca -1.16020 2.51860 -0.83729
H -1.20692 1.10353 -2.16462